(1)
{
  "formula": "C21H40F4InN2SSi2",
  "method": "wB97M-V/def2-TZVPD",
  "total_charge": 1,
  "gap_ha": 0.28291,
  "relative_energy_kj_mol": 14.9,
  "e_tot_ha": -2500.2902,
  "e_homo_ev": -10.738,
  "species": ["In", "C", "C", "N", "C", "C", "C", "C", "N", "C", "C", "F", "C", "F", "C", "C", "F", "C", "F", "H", "H", "H", "H", "H", "H", "H", "H", "H", "H", "H", "H", "H", "H", "H", "C", "Si", "C", "C", "C", "Si", "C", "C", "C", "H", "H", "H", "H", "H", "H", "H", "H", "H", "H", "H", "H", "H", "H", "H", "H", "H", "H", "H", "C", "S", "C", "H", "H", "H", "H", "H", "H"],
  "xyz": [[0.176473, -0.103676, 0.161628], [1.966355, 0.874688, 3.183741], [0.582084, 0.258680, 3.282734], [0.430778, -0.922783, 2.394520], [1.334515, -2.033889, 2.813153], [2.203040, -2.583551, 1.706008], [-0.963713, -1.430207, 2.393531], [-1.127202, -2.525088, 1.348129], [-0.691374, -1.997924, 0.059990], [-0.568971, -2.822720, -1.037857], [0.138935, -2.380623, -2.155907], [0.677868, -1.117819, -2.087142], [0.308607, -3.103312, -3.311467], [1.005045, -2.559981, -4.311864], [-0.232689, -4.365288, -3.427500], [-0.945951, -4.835361, -2.344055], [-1.510657, -6.041528, -2.398852], [-1.122243, -4.096992, -1.187282], [-1.871736, -4.624902, -0.203728], [2.003994, 1.800868, 3.755721], [2.221076, 1.105498, 2.147802], [2.739405, 0.213304, 3.576788], [-0.179282, 0.987213, 2.994402], [0.374601, -0.030787, 4.318385], [0.719105, -2.829820, 3.231613], [1.959812, -1.670378, 3.627077], [1.606237, -2.988110, 0.886451], [2.847011, -3.378448, 2.084257], [2.833370, -1.789787, 1.323850], [-1.634921, -0.596855, 2.159473], [-1.244942, -1.807295, 3.381536], [-2.180086, -2.811362, 1.351697], [-0.564645, -3.420608, 1.627049], [-0.114414, -4.954093, -4.325462], [-2.282793, 0.324741, -2.617725], [-2.745959, 0.969461, -0.936632], [-3.658615, -0.321606, 0.037546], [-3.904179, 2.407188, -1.132490], [-1.205018, 1.537852, 0.023292], [-0.329037, 3.138099, -0.434312], [-1.476161, 4.577654, -0.647275], [0.766335, 3.581682, 1.015108], [0.605531, 2.869371, -2.031124], [-3.127356, -0.219242, -3.050839], [-1.436776, -0.364721, -2.589372], [-2.027358, 1.137726, -3.302851], [-4.615282, -0.538900, -0.447243], [-3.879292, 0.027283, 1.052062], [-3.100529, -1.254139, 0.094104], [-4.844672, 2.039686, -1.557600], [-3.519785, 3.170636, -1.808239], [-4.135865, 2.879552, -0.173709], [-1.495482, 1.621584, 1.084321], [-2.183866, 4.656122, 0.181433], [-2.043916, 4.522775, -1.576112], [-0.892206, 5.503099, -0.677422], [0.130928, 3.888639, 1.852186], [1.434480, 4.419625, 0.795921], [1.378090, 2.748585, 1.358059], [-0.099753, 2.828128, -2.866798], [1.170414, 1.931474, -2.052727], [1.302358, 3.686472, -2.241964], [4.304484, -0.517466, -0.231445], [2.839421, 0.316270, -0.865176], [3.433647, 2.013933, -0.735280], [4.453520, -0.307683, 0.827396], [5.153115, -0.153386, -0.808324], [4.201077, -1.584539, -0.399393], [4.196168, 2.163143, -1.496514], [3.849011, 2.194315, 0.255204], [2.609866, 2.689555, -0.914488]],
  "atomic_forces_ev_per_a": [[0.22, -0.20, 0.11], [0.02, -0.06, 0.05], [0.01, -0.15, 0.03], [-0.10, 0.26, 0.00], [0.08, 0.01, 0.14], [-0.08, -0.06, -0.07], [0.01, -0.02, 0.02], [-0.08, 0.12, -0.14], [0.21, -0.38, -0.40], [-0.15, 0.12, 0.34], [0.02, 0.17, -0.03], [0.01, -0.05, -0.01], [0.01, 0.01, -0.01], [0.01, 0.00, -0.01], [0.00, -0.07, -0.06], [-0.06, -0.08, 0.01], [0.01, -0.01, -0.02], [-0.03, -0.08, 0.06], [-0.02, -0.06, 0.00], [-0.01, 0.01, -0.02], [0.03, -0.02, -0.04], [-0.03, 0.04, 0.00], [0.00, 0.01, -0.01], [-0.04, -0.03, 0.01], [-0.01, 0.00, 0.08], [0.01, -0.03, -0.02], [0.05, 0.01, 0.01], [-0.02, 0.03, 0.01], [0.13, 0.07, -0.10], [-0.01, -0.01, 0.01], [0.07, 0.02, 0.02], [-0.04, -0.01, -0.07], [0.01, 0.00, 0.04], [-0.01, 0.01, 0.03], [0.09, -0.11, -0.17], [0.05, 0.23, 0.08], [-0.11, -0.17, 0.14], [-0.23, 0.14, -0.08], [0.33, -0.04, 0.12], [-0.18, -0.09, 0.14], [-0.12, 0.25, -0.13], [0.17, 0.06, 0.04], [-0.03, -0.06, -0.27], [0.03, 0.06, 0.00], [-0.09, 0.03, -0.06], [0.01, -0.04, 0.03], [0.05, 0.03, 0.03], [0.00, -0.05, -0.05], [-0.02, -0.06, 0.03], [0.05, 0.03, 0.05], [-0.08, -0.05, 0.03], [0.00, 0.00, -0.07], [-0.08, 0.13, -0.10], [0.02, 0.02, -0.04], [0.03, 0.08, 0.06], [-0.03, -0.04, 0.03], [0.02, -0.02, -0.03], [-0.04, -0.03, 0.00], [0.07, 0.02, 0.01], [0.00, 0.01, 0.06], [-0.19, 0.10, -0.16], [-0.07, -0.03, -0.03], [0.01, -0.01, 0.09], [-0.17, 0.12, -0.08], [0.16, 0.00, 0.34], [0.03, -0.02, -0.04], [-0.01, 0.00, 0.01], [-0.03, -0.05, 0.00], [0.03, -0.02, 0.00], [0.01, 0.02, 0.00], [0.09, 0.02, 0.08]]
}

(2)
{
  "formula": "C21H40F6N3O13S2Sr",
  "method": "wB97M-V/def2-TZVPD",
  "total_charge": -1,
  "gap_ha": 0.22867,
  "e_tot_ha": -3392.8672,
  "e_homo_ev": -4.324,
  "species": ["Sr", "C", "F", "F", "F", "S", "O", "O", "N", "S", "O", "O", "C", "F", "F", "F", "C", "C", "C", "O", "C", "C", "C", "O", "O", "O", "H", "H", "C", "O", "H", "H", "H", "H", "C", "C", "O", "H", "H", "H", "H", "H", "H", "C", "C", "O", "H", "H", "H", "H", "H", "H", "C", "C", "C", "O", "C", "N", "H", "H", "H", "H", "H", "H", "H", "H", "H", "H", "H", "C", "C", "C", "O", "C", "N", "H", "H", "H", "H", "H", "H", "H", "H", "H", "H", "H"],
  "xyz": [[-12.455020, 16.377426, -0.538853], [-16.562901, 18.446476, -0.823178], [-16.799740, 17.383967, -1.569855], [-16.175908, 19.343143, -1.698755], [-17.686175, 18.948521, -0.211128], [-15.202830, 17.988576, 0.589703], [-15.640173, 18.520192, 1.861698], [-15.148773, 16.525779, 0.483671], [-13.626565, 18.468123, -0.082129], [-13.515785, 19.881019, 0.565889], [-14.654556, 20.746825, 0.469057], [-12.830779, 19.807082, 1.848034], [-12.139300, 20.807629, -0.483006], [-12.522649, 20.886351, -1.724117], [-11.954395, 22.079323, -0.065773], [-10.991124, 20.147613, -0.390803], [-8.245317, 16.647669, -2.399037], [-7.080528, 16.150016, -1.897272], [-7.121600, 14.989077, -0.912445], [-6.096767, 14.350982, -0.342488], [-8.269784, 14.480678, -0.501475], [-9.577905, 14.936354, -0.948119], [-9.539063, 16.277631, -1.860774], [-10.588280, 16.849472, -2.037816], [-10.642692, 14.530713, -0.547810], [-5.948221, 16.600517, -2.420257], [-8.228727, 17.473268, -3.095104], [-8.346565, 13.739928, 0.280698], [-10.346233, 19.782785, -4.406420], [-10.907807, 18.444629, -4.649033], [-11.221245, 20.432287, -4.431224], [-9.835778, 19.803372, -3.443561], [-9.664256, 20.106001, -5.192890], [-10.488621, 17.914695, -3.967092], [-15.179794, 10.204366, 1.166065], [-14.169177, 11.001505, 2.043602], [-13.660429, 12.084615, 1.342515], [-15.737344, 9.736139, 1.977243], [-14.717033, 9.465495, 0.511830], [-15.805049, 10.888285, 0.592108], [-13.331172, 10.390893, 2.379775], [-14.610683, 11.407059, 2.953927], [-13.015614, 11.797671, 0.691760], [-11.465049, 9.670605, -1.388442], [-10.782172, 11.011615, -1.371516], [-11.262035, 11.740872, -0.368357], [-11.237439, 9.113248, -2.297092], [-12.522492, 9.924446, -1.462378], [-11.404304, 9.008354, -0.524823], [-10.931071, 11.553031, -2.305749], [-9.705949, 10.861342, -1.286350], [-10.860781, 12.610073, -0.297059], [-12.790722, 14.657830, 3.942701], [-12.737582, 15.612167, 2.709159], [-11.460396, 16.426490, 2.738980], [-11.118855, 17.119571, 1.473927], [-9.737751, 17.538480, 1.502810], [-12.742570, 14.756024, 1.594311], [-11.832075, 14.158998, 4.085099], [-13.642755, 13.989027, 3.820860], [-12.907807, 15.150376, 4.908001], [-13.576744, 16.280255, 2.902979], [-10.624921, 15.801771, 3.054927], [-11.583195, 17.230356, 3.464796], [-9.469418, 18.257407, 2.276919], [-9.487595, 17.932860, 0.517932], [-9.055327, 16.688634, 1.490571], [-11.876785, 14.272376, 1.403000], [-13.362259, 13.970258, 1.730908], [-14.794683, 13.274982, -3.412311], [-13.943757, 14.341346, -2.885102], [-14.617649, 15.700970, -3.240542], [-13.848486, 16.804149, -2.743069], [-13.876047, 17.954977, -3.548810], [-13.480075, 14.080461, -1.511024], [-15.652820, 13.034167, -2.784844], [-14.183087, 12.372765, -3.404493], [-15.080812, 13.228445, -4.463048], [-13.043621, 14.399810, -3.497006], [-15.582451, 15.723673, -2.733849], [-14.665340, 15.571509, -4.321772], [-13.600187, 18.741314, -2.846191], [-14.882046, 18.141537, -3.924628], [-13.206445, 17.826828, -4.399285], [-12.672346, 13.474170, -1.520293], [-14.152383, 13.473709, -1.063853]],
  "atomic_forces_ev_per_a": [[0.17, -1.24, -0.32], [-0.03, 1.11, 0.81], [-0.67, -0.82, 0.89], [0.75, 0.99, 0.20], [1.26, -1.27, -0.59], [-0.01, -2.19, -1.04], [0.61, -0.16, -1.58], [0.13, 1.36, -0.22], [-4.35, -0.22, 0.83], [4.20, 4.04, 2.15], [-0.49, -0.28, -0.53], [-0.69, 0.00, -0.75], [-1.00, -0.35, 1.44], [-0.26, -0.18, -1.63], [-0.15, -0.85, 0.35], [0.12, 0.00, -0.06], [-4.45, 0.26, 0.85], [5.96, 0.68, -2.52], [6.61, -1.95, 2.00], [-1.89, 3.15, -2.60], [-7.71, -0.42, 0.04], [6.64, 2.59, -0.76], [5.26, -2.84, 0.33], [-3.47, 1.90, -0.82], [-3.98, -1.52, 0.98], [-3.39, -1.81, 2.47], [0.19, 0.13, -0.05], [0.48, -0.31, -0.03], [-1.13, -1.03, -0.38], [1.05, 1.30, 0.06], [0.23, 0.36, 0.29], [-0.12, 0.17, 0.00], [0.10, -0.28, -0.08], [-0.15, -0.62, 0.24], [0.56, 0.39, 1.80], [-0.01, -0.56, -0.85], [0.14, 1.24, -0.36], [-0.68, -0.64, -0.63], [0.05, 0.08, 0.11], [-0.02, -0.05, 0.15], [-0.06, -0.48, 0.04], [-0.41, -0.06, -0.13], [0.53, -0.18, -0.28], [-1.27, 0.02, -0.78], [1.98, -1.67, -1.90], [-2.00, 1.34, 3.23], [0.21, -0.06, 0.07], [-0.39, -0.22, -0.07], [0.63, 0.34, 0.16], [-0.10, -0.28, -0.58], [0.36, 0.06, 0.04], [0.45, 0.79, -0.13], [0.52, 1.08, 0.81], [1.07, -0.56, 2.57], [0.29, 1.36, -0.22], [0.37, -0.91, 1.44], [0.21, -0.44, -1.27], [-0.98, -0.36, -2.29], [-0.11, -0.59, -0.49], [0.26, -0.20, -0.02], [-0.34, 0.43, 0.03], [-0.42, 0.01, -1.21], [0.22, -0.12, -0.29], [0.10, -0.02, 0.25], [-0.44, -0.05, 0.12], [-0.46, 0.59, 0.01], [-0.15, -0.42, 0.72], [0.73, 0.42, 0.28], [-0.51, 0.12, -0.20], [-0.30, -2.90, -0.51], [1.23, 1.85, -0.69], [0.78, -1.04, 1.98], [-0.42, -1.61, -0.15], [-0.16, 0.24, -0.04], [-0.83, 0.21, -0.31], [-0.22, 0.29, 0.00], [0.07, -0.40, 0.40], [-0.26, 1.01, -0.05], [0.31, -0.20, 0.00], [-0.37, 0.19, -0.48], [-0.26, 1.00, -0.12], [0.23, 0.34, -0.61], [-0.23, 0.08, 0.09], [0.22, 0.38, 0.17], [0.56, 0.15, -0.26], [-0.52, 0.27, 0.51]]
}

(3)
{
  "formula": "C21H40P2W",
  "method": "wB97M-V/def2-TZVPD",
  "total_charge": 2,
  "gap_ha": [0.22307, 0.20455],
  "spin_multiplicity": 3,
  "relative_energy_kj_mol": 137.8,
  "e_tot_ha": -1572.9342,
  "s2": 2.064,
  "e_homo_ev": [-14.015, -14.136],
  "species": ["P", "P", "C", "C", "H", "H", "H", "H", "C", "H", "H", "H", "C", "H", "H", "H", "C", "H", "H", "H", "C", "H", "H", "H", "W", "C", "C", "C", "C", "C", "C", "C", "C", "C", "H", "H", "H", "H", "H", "H", "H", "H", "H", "H", "H", "H", "H", "H", "H", "C", "C", "C", "C", "C", "C", "H", "H", "H", "H", "H", "H", "H", "H", "H"],
  "xyz": [[-0.371327, -1.837292, -2.612431], [-0.366630, 1.548070, -3.072645], [-0.833508, -0.892282, -4.181245], [-0.029276, 0.396712, -4.443233], [-1.915061, -0.673258, -4.197301], [-0.695414, -1.523357, -5.073248], [1.058985, 0.250143, -4.506381], [-0.334773, 0.934058, -5.355150], [-1.967476, 2.358916, -3.595915], [-2.244520, 3.095623, -2.837790], [-2.737764, 1.595208, -3.698981], [-1.805603, 2.855794, -4.555033], [0.818520, 2.926996, -3.412663], [0.562671, 3.425077, -4.352513], [1.839516, 2.552949, -3.517207], [0.781328, 3.679286, -2.615581], [-1.568865, -3.216688, -2.678632], [-1.458143, -3.847784, -1.792483], [-1.380584, -3.906491, -3.502690], [-2.601125, -2.874833, -2.716277], [1.209568, -2.516216, -3.267418], [1.944833, -1.721433, -3.391569], [1.134677, -2.970755, -4.269688], [1.591241, -3.275990, -2.582984], [-0.658652, -1.860777, 0.430733], [1.420433, 1.552070, 1.496073], [0.118398, 1.934031, 1.248809], [-0.671402, 1.733540, -0.037160], [-1.167774, 0.274097, -0.583522], [-0.126307, -0.534367, -1.382614], [1.255860, -0.545487, -0.862002], [2.041586, 0.688736, -0.878152], [2.495288, 1.267378, 0.500209], [1.214130, -2.376320, 1.297617], [1.604741, 1.150761, 2.489955], [-0.541725, 1.867686, 2.117775], [-0.116532, 2.170869, -0.895691], [-1.577757, 2.364916, 0.072195], [-1.783569, -0.362218, 0.125189], [-1.923642, 0.583920, -1.361502], [-1.104255, -2.784387, -0.859957], [1.821430, -1.430303, -1.149854], [1.509554, 1.510015, -1.411750], [2.970565, 0.575279, -1.496633], [3.185739, 0.527183, 0.942932], [3.069667, 2.198750, 0.332689], [1.900602, -1.831710, 1.949002], [1.863871, -3.013635, 0.693734], [0.659329, -3.072064, 1.968674], [-1.756905, 0.851257, 5.580312], [-0.561328, -0.011498, 5.154839], [0.700225, 0.808635, 5.473240], [-0.510864, -1.225055, 6.103782], [-0.655284, -0.365125, 3.680214], [-0.702815, -0.774451, 2.471797], [-1.666870, 1.140611, 6.649819], [-2.699979, 0.305118, 5.476488], [-1.781978, 1.781454, 5.012149], [0.702203, 1.103986, 6.542447], [1.613407, 0.226918, 5.305120], [0.717622, 1.739844, 4.903139], [-1.415993, -1.834737, 6.037365], [0.380296, -1.833583, 5.935222], [-0.452594, -0.863817, 7.156362]],
  "atomic_forces_ev_per_a": [[-0.41, 0.05, -4.15], [0.28, 1.32, -1.36], [-0.20, 0.32, -0.63], [-0.15, 0.35, 0.24], [0.29, 0.01, 0.30], [0.00, -0.41, 0.60], [-0.29, -0.20, -0.01], [0.02, -0.64, -0.02], [0.76, -0.45, 0.29], [-0.12, -0.10, -0.13], [-0.17, 0.15, 0.04], [-0.10, -0.01, 0.07], [-0.18, -0.01, -0.13], [-0.04, -0.03, 0.07], [-0.06, -0.01, 0.17], [0.05, -0.17, -0.11], [-0.12, -1.03, -0.10], [-0.20, -0.01, -0.74], [0.10, 0.57, -0.63], [-0.04, 0.19, -0.01], [0.37, -0.12, 0.80], [0.00, 0.05, 0.28], [-0.75, 0.13, 0.50], [0.22, 0.04, -0.06], [3.47, 3.43, 5.13], [-2.67, -0.11, -0.86], [1.33, -2.89, 0.60], [-0.03, 0.84, -0.03], [0.26, 1.77, -2.17], [1.78, -0.57, 2.56], [-2.13, -1.15, -2.70], [0.95, 2.39, 0.80], [0.60, -0.16, -0.03], [0.04, -0.66, -0.39], [0.24, 0.96, 0.22], [0.33, 0.48, -0.15], [-0.63, -0.42, 0.61], [0.24, -0.69, -0.23], [-0.40, 0.73, 0.59], [0.17, -0.73, 1.13], [-0.31, -0.51, 1.04], [-0.04, 0.17, 0.18], [0.05, -0.89, 0.46], [-0.64, -0.58, 0.65], [-0.11, 0.46, -0.10], [-0.09, -0.53, -0.07], [-0.60, 0.34, 0.02], [-0.13, 0.10, -0.59], [-0.22, -0.02, 0.14], [-0.36, 0.17, 0.32], [0.02, 0.41, 0.37], [0.34, 0.25, 0.02], [-0.13, -0.25, 0.21], [-0.05, -1.74, -2.43], [-0.47, -0.05, 2.14], [0.10, -0.30, -0.64], [0.09, 0.19, -0.13], [-0.19, -0.04, -0.10], [-0.16, -0.29, -0.58], [-0.10, 0.17, -0.13], [0.17, -0.06, -0.10], [0.18, -0.06, -0.12], [-0.16, -0.08, -0.10], [-0.04, -0.06, -0.80]]
}